Record 1
Computed, not measured: a molecular structure, C27H18ClN8OS3V in a non-equilibrium geometry, with the ωB97M-V functional and the def2-TZVPD basis.

Energy above the lowest of the compared OMol25 structures with the same formula, charge and spin in kJ/mol: 19.9
Expectation value of S²: 2.025

Structure (ORCA input):
```
! wB97M-V def2-TZVPD RIJCOSX def2/J DEFGRID3
* xyz 0 3
V 0.16510 0.06357 0.20627
Cl -5.57756 -3.31031 3.02482
C -4.40228 -2.38178 2.14646
C -4.63809 -2.06256 0.80717
C -3.72316 -1.31931 0.10082
C -2.52682 -0.88470 0.69482
O -1.69112 -0.15656 -0.01390
C -2.29769 -1.21923 2.04876
C -1.15025 -0.74562 2.76281
N -0.12253 -0.20035 2.21086
C 0.90342 0.36289 3.00053
C 1.30247 -0.06190 4.23766
C 2.32373 0.62805 4.92399
C 2.92729 1.72071 4.37025
C 2.55606 2.15702 3.07692
C 3.14597 3.26000 2.41834
C 2.73888 3.58808 1.15859
C 1.76181 2.79865 0.52536
N 1.18872 1.77106 1.10602
C 1.55662 1.45679 2.38473
C -3.25801 -1.95530 2.76528
H -5.55002 -2.40170 0.33446
H -3.90324 -1.05721 -0.93268
H -1.19343 -0.81803 3.84929
H 0.85327 -0.93475 4.69243
H 2.62614 0.27686 5.90109
H 3.70710 2.25229 4.90032
H 3.91761 3.82880 2.92236
H 3.16444 4.42533 0.62495
H 1.44347 3.01675 -0.48513
H -3.08686 -2.19222 3.80777
S 2.51326 -0.20995 -0.52339
C 2.82742 -1.91530 -0.73213
C 4.11175 -2.36495 -1.01811
C 4.37223 -3.71898 -1.18700
C 5.70949 -4.14458 -1.47970
N 6.79099 -4.46322 -1.70291
C 3.32637 -4.64445 -1.06631
C 2.04320 -4.19746 -0.77927
C 1.77892 -2.84129 -0.61144
S 0.15332 -2.30132 -0.28107
C 3.56129 -6.04899 -1.23482
N 3.74208 -7.17469 -1.37952
H 4.92203 -1.65410 -1.10762
H 1.23991 -4.91575 -0.68560
C 0.79478 0.53402 -5.05302
C 0.17604 1.63884 -4.28415
N -0.08236 2.82496 -4.72361
N -0.62993 3.47341 -3.64976
C -0.71584 2.72637 -2.53395
S -1.31352 3.12759 -1.03834
N -0.18994 1.53346 -2.95725
N -0.06778 0.41602 -2.14341
H 0.99808 0.88351 -6.06130
H 0.12954 -0.32928 -5.10146
H 1.73230 0.21458 -4.59419
H -0.93723 4.42662 -3.72616
H -0.87069 -0.20235 -2.24755
H 0.79473 -0.07922 -2.36292
*
```

=====

Record 2
Computed, not measured: a molecular structure, C28H32F5N5O7PPdS2 in a non-equilibrium geometry, with the ωB97M-V functional and the def2-TZVPD basis.

Energy above the lowest of the compared OMol25 structures with the same formula, charge and spin in kJ/mol: 117.5
Expectation value of S²: 2.006

Structure (ORCA input):
```
! wB97M-V def2-TZVPD RIJCOSX def2/J DEFGRID3
* xyz -1 3
Pd -0.16404 -0.19673 0.37122
O 0.86663 0.56669 -4.22019
C 1.98712 -0.17093 -4.28438
C 2.71450 -0.21084 -5.47680
C 3.86897 -0.95971 -5.57711
C 4.33660 -1.67410 -4.48276
C 3.64036 -1.62919 -3.29139
C 2.46428 -0.89021 -3.17433
C 1.75284 -0.82729 -1.88104
O 0.68520 -0.13329 -1.76257
N 2.33041 -1.48420 -0.89991
N 1.75430 -1.32673 0.29414
C 2.14033 -1.97139 1.31603
S 1.51975 -1.57868 2.89628
C 1.99523 -3.20131 3.59732
C 3.38253 -3.49707 3.07674
S 3.36743 -3.26312 1.26399
H 0.50466 0.43389 -3.29871
H 2.35481 0.35529 -6.32104
H 4.41199 -0.97880 -6.51350
H 5.24368 -2.25589 -4.56395
H 3.98697 -2.15932 -2.41753
H 1.26297 -3.93905 3.26913
H 1.97501 -3.11665 4.68207
H 3.69034 -4.52141 3.27250
H 4.11263 -2.80451 3.49765
N 4.04656 3.76439 -0.38621
C 3.30827 3.07634 0.53005
C 2.47152 2.00946 0.15259
N 1.77728 1.33807 1.04465
C 1.89595 1.68650 2.32734
C 2.74175 2.71593 2.69676
N 3.44033 3.41699 1.81197
H 3.78811 3.68293 -1.35443
H 4.45205 4.63184 -0.07948
H 2.37489 1.71898 -0.88430
H 1.29882 1.14344 3.04294
H 2.87296 2.99898 3.73411
C -2.45976 4.12728 0.35741
C -1.01156 3.86306 0.76485
C -0.07529 4.34582 -0.34749
C -0.68760 4.56830 2.08594
O -0.76238 2.47001 0.92951
P -1.81237 1.48161 1.70619
O -2.79265 2.19075 2.55089
O -0.96347 0.40076 2.30723
O -2.46219 0.89826 0.30223
C -3.62495 0.07125 0.27476
C -3.69993 -0.80790 1.51895
C -3.44322 -0.77506 -0.98930
C -4.87520 0.95061 0.17360
H -2.58205 5.17032 0.07613
H -3.10955 3.89018 1.19174
H -2.72780 3.48679 -0.47919
H -0.18194 5.42075 -0.47894
H -0.31989 3.83778 -1.27708
H 0.95823 4.12411 -0.09496
H -0.94862 5.62307 2.03100
H 0.37203 4.47310 2.32547
H -1.26824 4.08903 2.86996
H -2.74692 -1.31038 1.66317
H -4.49685 -1.54313 1.42637
H -3.87039 -0.18754 2.39481
H -2.39755 -1.09693 -1.01270
H -3.63193 -0.17779 -1.87837
H -4.10487 -1.63670 -0.99652
H -4.97168 1.56001 1.06819
H -5.75921 0.32504 0.06108
H -4.79988 1.61472 -0.68483
F -3.52426 -6.25264 -1.55679
C -2.81892 -5.32020 -0.87389
C -2.04557 -4.37843 -1.54708
F -1.98008 -4.40771 -2.89342
C -1.35459 -3.43314 -0.82357
F -0.62670 -2.47354 -1.46048
C -1.38071 -3.32837 0.59855
O -0.76275 -2.42107 1.21877
C -2.16710 -4.33794 1.23015
F -2.22177 -4.37418 2.58304
C -2.87343 -5.28298 0.51564
F -3.64046 -6.18629 1.16115
*
```

=====

Record 3
Computed, not measured: a molecular structure, C25H50CeCl2P2 in a non-equilibrium geometry, with the ωB97M-V functional and the def2-TZVPD basis.

Expectation value of S²: 0.752
Calculated total energy in Ha: -3060.82585

Structure (ORCA input):
```
! wB97M-V def2-TZVPD RIJCOSX def2/J DEFGRID3
* xyz -1 2
Ce -0.46791 -0.20047 1.25852
Cl -0.00466 2.18861 0.14735
P 2.24490 -0.27707 1.97991
C 2.55397 1.25041 2.97892
C 2.26033 -1.78061 3.08953
C 3.61845 -0.35940 0.76564
C 1.28115 2.03914 3.31803
H 3.16484 1.87473 2.30010
C 3.34878 0.94384 4.24595
H 2.75578 0.36185 4.96414
H 3.60194 1.89898 4.72347
H 4.28696 0.41542 4.04279
H 0.79024 2.43955 2.41734
H 1.56719 2.90419 3.93238
H 0.54693 1.45474 3.89787
H 3.57317 0.63417 0.27770
C 3.42702 -1.42063 -0.33870
C 4.94356 -0.49767 1.51861
H 5.18134 0.41939 2.07247
H 5.75262 -0.66314 0.79535
H 4.93293 -1.34949 2.21885
H 2.37129 -1.58772 -0.59964
H 3.88594 -2.38058 -0.06439
H 3.93918 -1.06651 -1.24609
C 1.02691 -1.81554 4.00326
H 3.16289 -1.65376 3.70671
C 2.36445 -3.09236 2.29933
H 0.87240 -0.88869 4.57452
H 1.17549 -2.61732 4.74228
H 0.10013 -2.05998 3.44389
H 1.53776 -3.21154 1.57878
H 2.31277 -3.92748 3.01261
H 3.32019 -3.18822 1.77074
Cl -1.23464 -2.67416 0.79020
H 0.17868 -0.52279 -0.40194
P -2.05866 0.83515 -2.16819
C -1.14801 1.51262 -3.62304
C -3.14359 -0.59139 -2.69577
C -3.04676 2.25174 -1.47121
C 0.22798 0.83176 -3.71905
H -0.98193 2.57914 -3.37924
C -1.95850 1.41838 -4.91180
H -2.09278 0.37900 -5.23624
H -1.42534 1.94835 -5.71186
H -2.94459 1.88686 -4.81292
H 0.80188 0.96565 -2.79140
H 0.79979 1.26497 -4.55107
H 0.13150 -0.24611 -3.90353
H -2.28959 3.05089 -1.37700
C -3.56981 1.98381 -0.03975
C -4.13032 2.70109 -2.45341
H -3.69312 3.19748 -3.32779
H -4.79468 3.42573 -1.96053
H -4.74600 1.85652 -2.79853
H -3.42497 0.93948 0.28099
H -4.64460 2.21163 0.03261
H -3.04457 2.61708 0.69043
C -2.24228 -1.74474 -3.15911
H -3.75874 -0.22282 -3.53363
C -4.05716 -1.06408 -1.55661
H -1.69883 -1.51009 -4.08239
H -2.85294 -2.63708 -3.35271
H -1.51603 -1.99783 -2.37192
H -3.45627 -1.47005 -0.72674
H -4.71042 -1.87265 -1.91969
H -4.70387 -0.26494 -1.17263
C -2.06143 0.15652 2.99300
C -3.03137 -0.94492 3.16382
C -4.21074 -1.04896 2.38166
C -5.02302 -2.17396 2.47236
C -4.73113 -3.19755 3.38286
C -3.60329 -3.07475 4.21489
C -2.76929 -1.96516 4.11273
H -2.46247 1.10862 2.60038
H -1.30683 0.28203 3.79094
H -4.47809 -0.23699 1.70874
H -5.90074 -2.25474 1.82151
H -5.36056 -4.08419 3.45101
H -3.36931 -3.85291 4.94591
H -1.89439 -1.86200 4.75522
*
```

=====

Record 4
Computed, not measured: C5H10N2O in the gas phase in a non-equilibrium geometry, with the ωB97M-V functional and the def2-TZVPD basis.

Energy above the lowest of the compared OMol25 structures with the same formula, charge and spin in kJ/mol: 414.2

Structure (ORCA input):
```
! wB97M-V def2-TZVPD RIJCOSX def2/J DEFGRID3
* xyz 0 1
C 2.90591 -0.60997 0.48059
O 1.72996 -0.13590 1.09579
C 0.36911 -1.02138 0.91021
N 0.00259 -2.12175 0.83975
H 2.94298 -0.33855 -0.58160
H 2.95329 -1.70376 0.55672
H 3.77124 -0.18463 0.99413
C -2.47750 -0.14917 -0.48171
C -1.20989 0.64129 -0.43974
N -0.46468 0.50434 0.78571
C -0.69471 1.34807 -1.43654
H -1.03613 0.62204 1.61752
H 0.54418 0.95206 0.85014
H -2.26393 -1.20366 -0.29596
H -2.96082 -0.04800 -1.45117
H -3.17128 0.19229 0.29158
H -1.18642 1.38667 -2.39598
H 0.24612 1.87001 -1.33943
*
```

=====

Copy entry 1 word for word.
Computed, not measured: a molecular structure, C27H18ClN8OS3V in a non-equilibrium geometry, with the ωB97M-V functional and the def2-TZVPD basis.

Energy above the lowest of the compared OMol25 structures with the same formula, charge and spin in kJ/mol: 19.9
Expectation value of S²: 2.025

Structure (ORCA input):
```
! wB97M-V def2-TZVPD RIJCOSX def2/J DEFGRID3
* xyz 0 3
V 0.16510 0.06357 0.20627
Cl -5.57756 -3.31031 3.02482
C -4.40228 -2.38178 2.14646
C -4.63809 -2.06256 0.80717
C -3.72316 -1.31931 0.10082
C -2.52682 -0.88470 0.69482
O -1.69112 -0.15656 -0.01390
C -2.29769 -1.21923 2.04876
C -1.15025 -0.74562 2.76281
N -0.12253 -0.20035 2.21086
C 0.90342 0.36289 3.00053
C 1.30247 -0.06190 4.23766
C 2.32373 0.62805 4.92399
C 2.92729 1.72071 4.37025
C 2.55606 2.15702 3.07692
C 3.14597 3.26000 2.41834
C 2.73888 3.58808 1.15859
C 1.76181 2.79865 0.52536
N 1.18872 1.77106 1.10602
C 1.55662 1.45679 2.38473
C -3.25801 -1.95530 2.76528
H -5.55002 -2.40170 0.33446
H -3.90324 -1.05721 -0.93268
H -1.19343 -0.81803 3.84929
H 0.85327 -0.93475 4.69243
H 2.62614 0.27686 5.90109
H 3.70710 2.25229 4.90032
H 3.91761 3.82880 2.92236
H 3.16444 4.42533 0.62495
H 1.44347 3.01675 -0.48513
H -3.08686 -2.19222 3.80777
S 2.51326 -0.20995 -0.52339
C 2.82742 -1.91530 -0.73213
C 4.11175 -2.36495 -1.01811
C 4.37223 -3.71898 -1.18700
C 5.70949 -4.14458 -1.47970
N 6.79099 -4.46322 -1.70291
C 3.32637 -4.64445 -1.06631
C 2.04320 -4.19746 -0.77927
C 1.77892 -2.84129 -0.61144
S 0.15332 -2.30132 -0.28107
C 3.56129 -6.04899 -1.23482
N 3.74208 -7.17469 -1.37952
H 4.92203 -1.65410 -1.10762
H 1.23991 -4.91575 -0.68560
C 0.79478 0.53402 -5.05302
C 0.17604 1.63884 -4.28415
N -0.08236 2.82496 -4.72361
N -0.62993 3.47341 -3.64976
C -0.71584 2.72637 -2.53395
S -1.31352 3.12759 -1.03834
N -0.18994 1.53346 -2.95725
N -0.06778 0.41602 -2.14341
H 0.99808 0.88351 -6.06130
H 0.12954 -0.32928 -5.10146
H 1.73230 0.21458 -4.59419
H -0.93723 4.42662 -3.72616
H -0.87069 -0.20235 -2.24755
H 0.79473 -0.07922 -2.36292
*
```